# 1
{
  "formula": "C53H75BF4N2O38PS",
  "method": "wB97M-V/def2-TZVPD",
  "energy_ha": -6196.9717,
  "gap_ev": 6.8412,
  "relative_energy_kcal_mol": 0.0,
  "fmax_ev_per_a": 2.039,
  "total_charge": 1,
  "e_lumo_ev": -3.473,
  "symbols": ["C", "C", "N", "B", "O", "O", "C", "C", "C", "C", "N", "C", "C", "C", "C", "C", "C", "C", "O", "C", "C", "C", "C", "C", "O", "O", "C", "C", "O", "C", "C", "C", "C", "F", "C", "F", "F", "S", "O", "O", "F", "C", "P", "O", "O", "O", "H", "H", "H", "H", "H", "H", "H", "H", "H", "H", "H", "H", "H", "H", "H", "H", "H", "H", "H", "H", "H", "H", "H", "H", "H", "H", "H", "H", "H", "H", "H", "H", "H", "H", "H", "H", "H", "H", "H", "C", "C", "O", "C", "O", "O", "H", "H", "H", "H", "C", "C", "O", "C", "O", "O", "H", "H", "H", "H", "C", "C", "O", "C", "O", "O", "H", "H", "H", "H", "C", "C", "O", "C", "O", "O", "H", "H", "H", "H", "C", "C", "O", "C", "O", "O", "H", "H", "H", "H", "C", "C", "O", "C", "O", "O", "H", "H", "H", "H", "C", "C", "O", "C", "O", "O", "H", "H", "H", "H", "C", "C", "O", "C", "O", "O", "H", "H", "H", "H", "C", "C", "O", "C", "O", "O", "H", "H", "H", "H"],
  "coordinates": [[-1.384, -2.966, 3.585], [-0.145, -2.468, 3.437], [0.571, -2.401, 2.110], [2.100, -2.540, 2.457], [2.473, -3.142, 3.612], [2.992, -2.070, 1.563], [0.254, -1.006, 1.518], [0.548, 0.126, 2.500], [-0.734, 0.686, 3.139], [-1.645, 1.429, 2.172], [-2.971, 1.575, 2.733], [-3.056, 2.361, 3.976], [-3.450, 1.461, 5.128], [-4.749, 0.960, 5.160], [-5.142, 0.098, 6.170], [-4.232, -0.259, 7.157], [-2.951, 0.258, 7.156], [-2.560, 1.125, 6.139], [-1.282, 1.663, 6.171], [0.794, -0.837, 0.103], [0.348, 0.460, -0.595], [1.541, 1.077, -1.358], [2.546, 1.707, -0.389], [3.955, 1.748, -0.919], [4.272, 1.379, -2.014], [4.900, 2.245, -0.053], [5.264, 1.319, 0.989], [4.535, 1.560, 2.306], [0.383, -1.901, -0.782], [0.392, -3.201, -0.334], [-0.747, -3.935, -1.127], [-1.725, -2.983, -1.824], [-2.615, -2.242, -0.869], [-2.452, -0.918, -0.673], [-3.613, -2.818, -0.213], [-4.537, -2.170, 0.457], [-3.795, -4.134, -0.177], [2.083, -3.874, -0.773], [2.873, -2.762, -1.180], [2.623, -4.700, 0.260], [1.879, -4.755, -2.046], [0.014, -3.406, 1.155], [0.053, -5.165, 1.769], [0.972, -5.413, 2.868], [0.323, -6.139, 0.527], [-1.446, -5.551, 2.208], [-1.569, -3.732, 4.333], [-2.252, -2.624, 3.016], [0.356, -1.970, 4.253], [3.029, -2.555, 4.139], [3.693, -2.701, 1.353], [-0.836, -1.026, 1.392], [1.018, 0.962, 1.981], [1.227, -0.118, 3.318], [-1.264, -0.091, 3.696], [-0.395, 1.387, 3.893], [-1.199, 2.423, 1.990], [-1.710, 0.900, 1.219], [-3.615, 1.951, 2.053], [-2.131, 2.895, 4.204], [-3.823, 3.113, 3.816], [-5.437, 1.254, 4.379], [-6.147, -0.300, 6.194], [-4.524, -0.947, 7.939], [-2.231, 0.001, 7.922], [-0.629, 1.006, 5.910], [1.881, -0.791, 0.082], [-0.401, 0.230, -1.347], [0.010, 1.214, 0.109], [2.020, 0.354, -2.014], [1.117, 1.902, -1.932], [2.227, 2.693, -0.048], [2.603, 1.094, 0.517], [5.170, 0.284, 0.655], [6.326, 1.489, 1.165], [5.169, 1.275, 3.146], [4.269, 2.608, 2.424], [3.624, 0.964, 2.389], [-0.359, -4.616, -1.878], [-1.366, -4.529, -0.456], [-2.385, -3.639, -2.394], [-1.267, -2.336, -2.564], [-1.052, -3.172, 1.101], [-0.530, -6.437, 0.181], [-2.113, -4.975, 1.807], [-6.490, 5.959, 1.529], [-5.189, 5.753, 0.783], [-4.664, 4.570, 1.410], [-5.703, 3.888, 1.943], [-5.610, 2.782, 2.387], [-6.829, 4.610, 1.912], [-7.274, 6.394, 0.918], [-6.369, 6.562, 2.425], [-5.338, 5.548, -0.278], [-4.498, 6.583, 0.891], [7.396, 3.037, -1.566], [7.492, 3.190, -3.069], [8.775, 3.810, -3.230], [9.529, 3.514, -2.142], [10.691, 3.738, -2.047], [8.775, 2.928, -1.186], [6.843, 2.159, -1.265], [6.966, 3.914, -1.081], [7.496, 2.230, -3.587], [6.709, 3.815, -3.489], [-10.198, 10.351, 1.503], [-10.119, 9.182, 0.551], [-8.801, 8.670, 0.806], [-8.442, 9.052, 2.057], [-7.478, 8.645, 2.628], [-9.310, 9.945, 2.560], [-11.199, 10.523, 1.890], [-9.824, 11.269, 1.059], [-10.846, 8.401, 0.783], [-10.227, 9.475, -0.485], [1.091, -5.069, -5.035], [0.498, -5.361, -6.399], [-0.908, -5.397, -6.116], [-1.137, -4.681, -5.006], [-2.212, -4.382, -4.591], [0.030, -4.341, -4.398], [1.997, -4.470, -5.074], [1.285, -5.973, -4.456], [0.690, -4.565, -7.119], [0.825, -6.308, -6.818], [3.529, 0.573, 7.395], [4.189, 1.850, 6.914], [3.573, 2.041, 5.629], [2.392, 1.404, 5.634], [1.557, 1.514, 4.784], [2.259, 0.623, 6.723], [3.390, 0.534, 8.471], [4.062, -0.322, 7.070], [3.955, 2.708, 7.544], [5.267, 1.767, 6.813], [-12.500, 10.899, -2.846], [-12.217, 12.210, -3.551], [-11.463, 12.926, -2.567], [-10.892, 12.036, -1.735], [-10.072, 12.300, -0.916], [-11.378, 10.785, -1.958], [-12.540, 10.049, -3.521], [-13.414, 10.929, -2.253], [-11.599, 12.083, -4.441], [-13.115, 12.759, -3.817], [1.759, -10.052, -0.296], [0.788, -9.109, -0.977], [1.065, -9.329, -2.362], [1.616, -10.564, -2.490], [1.805, -11.110, -3.527], [1.914, -11.081, -1.279], [1.381, -10.464, 0.635], [2.731, -9.591, -0.113], [-0.254, -9.374, -0.781], [0.949, -8.069, -0.714], [3.034, -12.256, -7.289], [3.487, -12.840, -5.967], [3.961, -14.133, -6.355], [4.300, -14.087, -7.666], [4.879, -14.943, -8.246], [3.884, -12.921, -8.225], [3.166, -11.179, -7.350], [1.995, -12.501, -7.519], [4.312, -12.280, -5.524], [2.685, -12.923, -5.239], [11.901, 4.060, -5.093], [10.763, 4.420, -6.025], [11.270, 5.578, -6.693], [12.627, 5.538, -6.641], [13.345, 6.263, -7.245], [13.041, 4.557, -5.805], [11.995, 2.991, -4.922], [11.831, 4.567, -4.132], [10.567, 3.644, -6.768], [9.841, 4.652, -5.500]]
}

# 2
{
  "formula": "C53H85I4N2O35P",
  "method": "wB97M-V/def2-TZVPD",
  "energy_ha": -6345.0497,
  "gap_ev": 6.5837,
  "relative_energy_kcal_mol": 215.9,
  "fmax_ev_per_a": 5.633,
  "total_charge": 0,
  "e_lumo_ev": -0.505,
  "symbols": ["C", "C", "C", "O", "C", "N", "O", "C", "C", "N", "P", "C", "O", "C", "I", "C", "C", "C", "C", "C", "C", "C", "O", "C", "O", "C", "I", "C", "C", "C", "I", "C", "I", "C", "C", "H", "H", "H", "H", "H", "H", "H", "H", "H", "H", "H", "H", "H", "H", "H", "H", "H", "H", "H", "H", "H", "H", "H", "H", "H", "H", "H", "H", "H", "H", "H", "H", "H", "H", "H", "H", "H", "H", "H", "H", "H", "H", "H", "H", "H", "C", "C", "O", "C", "O", "O", "H", "H", "H", "H", "C", "C", "O", "C", "O", "O", "H", "H", "H", "H", "C", "C", "O", "C", "O", "O", "H", "H", "H", "H", "C", "C", "O", "C", "O", "O", "H", "H", "H", "H", "C", "C", "O", "C", "O", "O", "H", "H", "H", "H", "C", "C", "O", "C", "O", "O", "H", "H", "H", "H", "C", "C", "O", "C", "O", "O", "H", "H", "H", "H", "C", "C", "O", "C", "O", "O", "H", "H", "H", "H", "C", "C", "O", "C", "O", "O", "H", "H", "H", "H", "C", "C", "O", "C", "O", "O", "H", "H", "H", "H"],
  "coordinates": [[0.598, -4.665, 4.323], [1.240, -4.349, 2.810], [-0.031, -3.657, 1.964], [0.490, -2.741, 1.045], [0.424, -2.912, -0.394], [1.716, -2.358, -0.879], [2.456, -1.764, 0.109], [2.636, -3.104, -1.710], [2.681, -2.357, -3.212], [2.667, -3.048, -4.405], [-0.163, -4.598, -1.044], [1.054, -5.929, -0.279], [0.059, -4.889, -2.730], [-0.740, -1.770, -0.863], [-0.904, -1.610, -3.037], [-0.288, -0.231, -0.378], [0.570, 0.608, -1.491], [1.340, 1.811, -0.613], [1.421, 3.201, -1.479], [2.805, 4.057, -1.275], [4.162, 3.323, -1.836], [4.068, 2.837, -3.414], [5.158, 3.448, -4.235], [5.716, 2.469, -5.183], [-1.871, -2.090, -0.074], [-3.229, -1.970, -0.552], [-4.295, -2.183, 1.438], [-3.601, -3.352, -1.274], [-4.995, -3.595, -2.040], [-6.359, -3.668, -1.140], [-6.425, -5.431, 0.225], [-3.699, -0.535, -1.038], [-4.141, 0.658, 0.813], [-5.012, -0.299, -1.943], [-4.513, -0.248, -3.536], [-0.594, -4.656, 4.278], [0.872, -5.780, 4.639], [0.928, -3.871, 5.118], [1.554, -5.393, 2.394], [2.138, -3.593, 2.958], [-0.586, -3.031, 2.824], [-0.803, -4.475, 1.679], [3.018, -2.434, 0.591], [3.773, -3.007, -1.351], [2.491, -4.232, -1.941], [2.724, -1.168, -3.309], [2.625, -4.069, -4.199], [2.095, -5.394, -0.110], [1.207, -6.809, -1.051], [0.568, -6.351, 0.699], [0.626, -4.233, -3.210], [0.351, -0.220, 0.602], [-1.239, 0.445, -0.123], [-0.098, 1.223, -2.265], [1.449, 0.022, -1.999], [0.867, 1.932, 0.455], [2.456, 1.452, -0.440], [0.532, 3.894, -1.108], [1.314, 2.958, -2.621], [2.680, 5.053, -1.902], [2.995, 4.408, -0.154], [5.018, 4.152, -1.811], [4.562, 2.447, -1.131], [3.049, 3.136, -3.939], [4.268, 1.662, -3.475], [4.904, 1.830, -5.742], [6.351, 3.036, -6.019], [6.472, 1.713, -4.664], [-3.582, -4.176, -0.402], [-2.753, -3.763, -2.012], [-5.228, -2.872, -2.955], [-4.912, -4.673, -2.554], [-7.263, -3.819, -1.872], [-6.596, -2.670, -0.533], [-2.852, 0.144, -1.538], [-5.931, -0.990, -1.762], [-5.393, 0.812, -1.727], [-5.331, 0.183, -4.259], [-3.599, 0.517, -3.592], [-4.067, -1.284, -3.898], [-6.747, -9.838, 1.315], [-7.016, -8.603, 2.111], [-6.421, -8.887, 3.363], [-5.461, -9.832, 3.141], [-4.638, -10.186, 3.969], [-5.542, -10.329, 1.872], [-6.624, -9.628, 0.249], [-7.528, -10.595, 1.440], [-6.535, -7.717, 1.684], [-8.085, -8.407, 2.226], [4.688, 8.142, -2.054], [3.754, 9.030, -1.296], [3.349, 8.223, -0.207], [4.325, 7.286, -0.023], [4.385, 6.533, 0.934], [5.225, 7.303, -1.049], [5.481, 8.704, -2.556], [4.168, 7.523, -2.792], [4.252, 9.925, -0.908], [2.892, 9.335, -1.895], [1.923, 7.025, 3.201], [2.472, 6.123, 4.259], [1.623, 6.364, 5.365], [0.444, 6.837, 4.865], [-0.571, 6.990, 5.523], [0.550, 7.117, 3.533], [2.052, 6.614, 2.196], [2.363, 8.027, 3.236], [2.402, 5.065, 3.983], [3.510, 6.358, 4.508], [5.687, 1.648, 3.868], [5.864, 2.949, 3.155], [4.696, 3.048, 2.364], [3.744, 2.274, 2.963], [2.567, 2.261, 2.644], [4.281, 1.519, 3.965], [6.145, 1.652, 4.861], [6.082, 0.801, 3.297], [5.900, 3.801, 3.842], [6.760, 2.961, 2.528], [-10.661, -0.448, -2.259], [-9.637, -0.592, -1.180], [-8.456, -0.906, -1.892], [-8.617, -0.427, -3.160], [-7.729, -0.374, -3.995], [-9.902, -0.016, -3.372], [-11.432, 0.286, -2.007], [-11.143, -1.399, -2.508], [-9.480, 0.340, -0.627], [-9.887, -1.387, -0.473], [-0.837, 2.893, 5.262], [-1.771, 3.780, 6.020], [-2.176, 2.973, 7.109], [-1.200, 2.036, 7.293], [-1.140, 1.283, 8.251], [-0.300, 2.053, 6.267], [-0.044, 3.454, 4.761], [-1.357, 2.273, 4.524], [-1.274, 4.675, 6.409], [-2.633, 4.085, 5.421], [0.217, -10.177, -4.169], [-0.052, -8.941, -3.372], [0.543, -9.225, -2.120], [1.503, -10.170, -2.342], [2.326, -10.524, -1.515], [1.422, -10.667, -3.611], [0.340, -9.966, -5.235], [-0.565, -10.934, -4.043], [0.428, -8.055, -3.800], [-1.122, -8.745, -3.257], [4.432, 14.238, 0.583], [5.781, 13.595, 0.560], [5.644, 12.585, -0.421], [4.624, 12.967, -1.244], [4.344, 12.416, -2.296], [3.958, 14.045, -0.736], [4.482, 15.303, 0.825], [3.747, 13.746, 1.281], [6.569, 14.289, 0.246], [6.053, 13.163, 1.527], [-8.538, -8.604, -2.620], [-9.599, -9.648, -2.748], [-9.858, -10.016, -1.406], [-9.479, -8.962, -0.626], [-9.717, -8.867, 0.567], [-8.800, -8.028, -1.354], [-8.599, -7.850, -3.409], [-7.530, -9.031, -2.612], [-10.521, -9.255, -3.191], [-9.265, -10.512, -3.329], [10.496, 5.746, 1.564], [9.434, 4.702, 1.436], [9.176, 4.334, 2.777], [9.555, 5.388, 3.558], [9.317, 5.482, 4.750], [10.234, 6.322, 2.830], [10.435, 6.500, 0.775], [11.504, 5.318, 1.571], [8.513, 5.094, 0.993], [9.768, 3.838, 0.854]]
}